No. 1
The following is a quantum chemistry calculation of a 14-piece molecular cluster, C3H34O13S2 overall, from OMol25.

Geometry as XYZ:
```
52
Properties=species:S:1:pos:R:3:mulliken_charge:R:1
C -1.896 0.225 -2.367 -0.270
C -2.374 -1.111 -1.858 -0.575
C -0.549 0.625 -1.751 0.054
S 0.474 1.747 -2.701 -0.096
S 1.190 3.290 -1.579 -0.150
H -2.630 0.972 -2.054 0.265
H -2.005 0.112 -3.462 0.336
H -2.602 -1.118 -0.789 -0.367
H -3.402 -1.335 -2.207 0.427
H -1.906 -2.079 -2.086 0.248
H 0.050 -0.266 -1.481 -0.147
H -0.810 0.947 -0.721 0.166
H 2.002 2.706 -0.715 0.128
H 1.614 -0.678 0.416 0.171
H 2.474 -1.307 1.383 0.327
O 2.537 -0.639 0.685 -0.516
H 3.928 1.228 0.311 0.247
H 3.930 0.945 -0.991 0.320
O 3.781 1.768 -0.482 -0.608
H 2.668 3.021 2.884 0.293
H 3.616 2.510 1.963 0.289
O 2.918 2.153 2.529 -0.610
H -5.295 -0.078 1.022 0.317
H -4.198 -1.116 0.507 0.282
O -4.840 -0.448 0.274 -0.636
H -2.132 -4.682 0.732 0.282
H -1.428 -4.329 2.159 0.316
O -1.378 -4.336 1.201 -0.584
H -1.147 -0.034 2.018 0.184
H -1.125 -0.905 0.789 0.116
O -1.698 -0.332 1.279 -0.182
H -2.496 -2.082 2.420 0.347
H -2.174 -1.208 3.542 0.300
O -2.210 -2.143 3.320 -0.674
H -3.996 1.732 0.168 0.301
H -2.756 1.259 1.041 0.320
O -3.146 1.976 0.526 -0.625
H 0.260 -2.119 -3.491 0.326
H 1.791 -1.917 -3.638 0.318
O 1.079 -2.545 -3.751 -0.659
H 2.759 -3.559 -0.234 0.245
H 1.314 -3.779 0.392 0.289
O 2.198 -3.431 0.521 -0.572
H 0.531 0.389 3.477 0.282
H 1.436 0.943 2.337 0.309
O 0.570 0.541 2.529 -0.629
H -2.521 1.966 4.285 0.312
H -1.162 1.302 3.873 0.300
O -1.999 1.172 4.297 -0.563
H 3.448 -2.452 -1.801 0.284
H 3.641 -1.651 -0.613 0.270
O 3.406 -1.522 -1.542 -0.510
```

For the frontier orbital gap, the calculation gives 8.046 eV. The HOMO energy comes out at -8.178 eV. The LUMO energy is -0.1 eV. As for the charge: 0.


No. 2
The following is a quantum chemistry calculation of C42H57N5O3S4SeSn as an isolated structure, from OMol25.

Geometry as XYZ:
```
113
Properties=species:S:1:pos:R:3:mulliken_charge:R:1
Sn 0.555 -0.757 -0.051 1.536
C -0.083 0.385 3.605 -1.145
N 0.595 0.994 2.467 0.801
C 1.977 1.320 2.808 -1.071
C -0.097 2.201 2.027 -1.330
C -1.371 1.939 1.243 -1.006
N -1.178 1.378 -0.107 1.574
C -2.497 0.898 -0.571 -2.188
C -2.598 0.018 -1.786 1.763
C -3.380 0.439 -2.845 -0.668
C -3.761 -0.423 -3.865 -0.378
C -3.332 -1.737 -3.751 -0.560
C -2.557 -2.233 -2.699 0.343
C -2.131 -1.319 -1.694 -0.677
O -1.384 -1.651 -0.654 -0.489
C -2.338 -3.761 -2.710 2.610
C -1.512 -4.326 -1.553 -2.064
C -1.657 -4.181 -4.026 -1.723
C -3.718 -4.445 -2.631 -1.883
C -4.730 0.034 -4.954 2.447
C -6.118 0.217 -4.316 -1.830
C -4.272 1.370 -5.554 -1.274
C -4.849 -0.982 -6.092 -2.152
C -0.708 2.476 -0.975 -2.047
C -0.085 2.134 -2.298 0.652
C -0.631 2.613 -3.469 -0.078
C 0.052 2.541 -4.687 -0.245
C 1.311 1.958 -4.673 -0.211
C 1.934 1.464 -3.528 -0.048
C 1.223 1.542 -2.263 -0.430
O 1.720 1.164 -1.144 -0.908
C 3.431 1.149 -3.553 2.512
C 3.989 1.067 -4.978 -2.122
C 4.115 2.330 -2.829 -1.721
C 3.823 -0.156 -2.841 -1.360
C -0.482 3.141 -5.987 2.331
C 0.525 4.170 -6.529 -1.808
C -0.668 2.022 -7.024 -1.465
C -1.821 3.853 -5.787 -1.787
H -0.228 1.104 4.427 0.356
H 0.510 -0.450 3.979 0.337
H -1.057 -0.006 3.309 0.198
H 2.035 2.052 3.628 0.342
H 2.477 1.724 1.926 0.242
H 2.501 0.416 3.109 0.236
H 0.597 2.778 1.417 0.548
H -0.363 2.817 2.902 0.473
H -1.916 2.893 1.164 0.311
H -2.004 1.258 1.812 0.517
H -3.143 1.773 -0.740 0.264
H -2.928 0.324 0.253 0.534
H -3.731 1.468 -2.843 0.210
H -3.645 -2.441 -4.511 0.345
H -0.501 -3.927 -1.542 0.041
H -1.452 -5.414 -1.662 0.623
H -1.977 -4.097 -0.596 0.258
H -0.765 -3.580 -4.207 0.190
H -2.320 -4.067 -4.886 0.329
H -1.355 -5.231 -3.972 0.506
H -4.227 -4.175 -1.701 0.372
H -3.593 -5.532 -2.650 0.479
H -4.364 -4.161 -3.463 0.276
H -6.088 0.974 -3.530 0.335
H -6.457 -0.721 -3.871 0.356
H -6.850 0.528 -5.068 0.453
H -4.283 2.169 -4.811 0.326
H -4.935 1.666 -6.371 0.404
H -3.258 1.278 -5.948 -0.054
H -5.317 -1.911 -5.757 0.398
H -3.869 -1.215 -6.518 0.359
H -5.474 -0.567 -6.886 0.471
H 0.062 3.016 -0.424 0.676
H -1.544 3.170 -1.148 0.332
H -1.608 3.082 -3.419 0.135
H 1.847 1.904 -5.612 0.525
H 3.973 2.038 -5.479 0.387
H 3.432 0.344 -5.581 0.282
H 5.027 0.733 -4.931 0.451
H 3.833 3.280 -3.290 0.336
H 5.202 2.222 -2.889 0.506
H 3.819 2.348 -1.780 0.266
H 3.570 -1.020 -3.458 0.348
H 3.340 -0.252 -1.875 -0.007
H 4.907 -0.164 -2.692 0.627
H 1.466 3.699 -6.819 0.322
H 0.740 4.931 -5.775 0.345
H 0.113 4.666 -7.412 0.477
H 0.284 1.541 -7.263 0.302
H -1.088 2.429 -7.949 0.480
H -1.344 1.255 -6.641 -0.020
H -1.732 4.668 -5.064 0.427
H -2.594 3.159 -5.448 0.080
H -2.150 4.281 -6.737 0.492
O 3.370 -4.028 -6.542 -0.587
C 2.890 -3.461 -5.603 0.479
S 1.997 -1.944 -5.699 -0.072
C 1.604 -1.798 -3.983 -1.246
C 2.126 -2.798 -3.125 0.912
S 2.044 -2.922 -1.461 -0.353
S 3.015 -4.068 -3.928 -0.145
S 0.696 -0.502 -3.532 0.589
Se 3.391 -3.377 3.190 0.279
N 2.239 -4.563 3.787 -0.859
C 1.089 -4.290 3.203 0.577
C -0.130 -5.003 3.376 -0.501
C -1.214 -4.566 2.688 -1.065
C -1.119 -3.433 1.825 -0.748
N -0.031 -2.743 1.629 0.289
C 1.089 -3.153 2.300 0.228
N 2.244 -2.527 2.168 -0.185
H -0.171 -5.866 4.028 0.453
H -2.161 -5.079 2.774 0.429
H -1.986 -3.079 1.272 0.822
```

For the frontier orbital gap, the calculation gives 5.493 eV. The HOMO energy comes out at -7.048 eV. The LUMO energy is -1.6 eV. As for the charge: 0.


No. 3
The following is a quantum chemistry calculation of C37H27Br3F4IrN4OPS2 as an isolated structure, from OMol25.

Geometry as XYZ:
```
80
Properties=species:S:1:pos:R:3:mulliken_charge:R:1
Ir -0.315 1.122 0.374 2.310
Br 5.178 1.233 1.093 -0.032
C 3.830 0.744 2.257 -0.211
C 4.161 0.536 3.565 -0.471
C 3.174 0.170 4.501 -0.120
Br 3.693 -0.337 6.198 -0.059
C 1.779 0.110 4.098 1.303
C 0.762 -0.165 5.042 -0.953
C -0.499 -0.390 4.560 -1.238
C -0.746 -0.303 3.198 -0.852
N 0.197 0.036 2.301 0.133
C 1.453 0.247 2.769 0.015
C 2.487 0.659 1.783 0.307
O 2.154 1.068 0.656 -0.427
H 5.160 0.595 3.911 0.514
H 1.003 -0.157 6.113 0.455
H -1.314 -0.581 5.230 0.618
H -1.734 -0.470 2.804 0.744
F -6.072 0.156 -3.503 -0.239
C -4.862 0.274 -3.108 0.741
C -3.867 0.268 -4.069 0.159
F -4.146 0.176 -5.370 -0.246
C -2.560 0.358 -3.651 0.001
F -1.611 0.260 -4.577 -0.332
C -2.195 0.510 -2.302 0.240
P -0.446 0.698 -1.879 0.944
C 0.293 2.030 -2.782 0.533
C -0.469 2.925 -3.544 -0.976
C 0.180 4.003 -4.116 -0.724
C 1.559 4.189 -3.978 -0.676
C 2.330 3.269 -3.267 -0.627
C 1.691 2.198 -2.637 -0.697
C 0.301 -0.828 -2.449 0.377
C 1.085 -0.902 -3.620 -0.351
C 1.606 -2.113 -4.043 -0.855
C 1.292 -3.261 -3.340 -0.599
C 0.466 -3.215 -2.213 -0.200
C -0.029 -1.998 -1.774 -0.206
C -3.235 0.519 -1.374 -0.324
Br -2.980 0.687 0.554 -0.085
C -4.567 0.375 -1.759 0.096
F -5.545 0.324 -0.855 -0.291
H -1.528 2.835 -3.625 0.516
H -0.435 4.661 -4.714 0.507
H 2.046 5.034 -4.481 0.451
H 3.402 3.427 -3.180 0.469
H 2.257 1.505 -2.051 0.530
H 1.323 -0.010 -4.136 0.554
H 2.220 -2.142 -4.947 0.455
H 1.663 -4.201 -3.700 0.448
H 0.184 -4.110 -1.714 0.463
H -0.690 -1.919 -0.907 -0.072
S 0.765 5.610 0.343 -0.161
C 0.652 3.960 -0.077 0.099
N 0.090 3.170 0.825 -0.107
C -0.247 3.881 1.975 0.096
C -0.839 3.369 3.095 -0.136
C -1.112 4.239 4.142 -0.889
C -0.831 5.591 4.020 -0.538
C -0.236 6.127 2.892 -0.695
C 0.093 5.241 1.892 0.524
H 0.983 3.626 -1.037 0.221
H -1.156 2.345 3.192 0.347
H -1.535 3.830 5.057 0.445
H -1.097 6.239 4.868 0.387
H 0.043 7.172 2.867 0.446
C -1.364 -6.527 -0.762 -0.955
N -1.459 -5.448 0.238 -0.109
C -0.494 -4.919 0.993 0.488
S -0.785 -3.330 1.672 -0.065
N 0.658 -5.458 1.336 -0.129
C 0.938 -6.896 1.473 -0.915
H -2.082 -6.299 -1.554 0.349
H -1.610 -7.478 -0.303 0.371
H -0.363 -6.561 -1.170 0.351
H -2.374 -5.051 0.409 0.256
H 1.322 -4.790 1.741 0.289
H 0.028 -7.381 1.907 0.318
H 1.765 -7.043 2.130 0.384
H 1.165 -7.322 0.494 0.309
```

The expectation value of S² is 8.7997. For the frontier orbital gap (alpha / beta), the calculation gives 6.964 / 4.595 eV. The HOMO energy (alpha / beta) comes out at -15.162 / -15.758 eV. The LUMO energy (alpha / beta) is -8.2 / -11.2 eV. As for the charge: +3. The spin multiplicity is 6.